ORCA calculation (ωB97M-V/def2-TZVPD) on a structure of composition C12H6Cl3IrO7S6Sb.

Structure (XYZ):
```
36
C12H6Cl3IrO7S6Sb ωB97M-V/def2-TZVPD
Ir 0.17 -0.36 0.11
S 4.96 2.07 1.05
Sb 3.96 0.08 0.25
S 1.86 -0.04 1.58
S 1.69 -0.12 -1.52
S 5.21 -1.49 1.48
O -1.93 3.11 2.29
S -2.12 1.78 1.73
O -3.20 1.75 0.78
O -0.81 1.24 1.31
C -2.52 0.76 3.15
C -2.75 1.41 4.35
C -2.95 0.68 5.51
C -2.93 -0.71 5.46
C -2.70 -1.35 4.25
C -2.47 -0.61 3.10
S -2.03 -1.52 1.61
O -2.70 -2.79 1.77
O -2.44 -0.75 0.46
O -0.56 -1.67 1.70
H -2.72 2.49 4.33
H -3.10 1.19 6.45
H -3.09 -1.29 6.36
H -2.68 -2.43 4.17
Cl -3.51 0.52 -6.24
C -2.79 -0.02 -4.77
C -2.34 0.91 -3.85
C -1.73 0.47 -2.68
Cl -1.25 1.62 -1.50
C -1.50 -0.91 -2.42
O -0.87 -1.39 -1.43
C -2.01 -1.80 -3.41
Cl -1.81 -3.48 -3.11
C -2.64 -1.38 -4.55
H -2.44 1.97 -4.02
H -2.98 -2.11 -5.27
```

Output
- Highest occupied orbital energy (alpha / beta): -2.95 / -2.94 eV
- Net charge: -2
- Gap between HOMO and LUMO (alpha / beta): 0.19245 / 0.19194 Eh
- LUMO (alpha / beta): 0.084 / 0.084 Eh
- Spin multiplicity: 2
- Expectation value of S²: 1.026



ORCA calculation (ωB97M-V/def2-TZVPD) on a cluster of 2 separate species, C2H5NSi in total.

Structure (XYZ):
```
9
C2H5NSi ωB97M-V/def2-TZVPD
C 1.18 -1.30 -2.03
C 1.08 -0.32 -1.32
N 0.48 0.67 -0.70
Si -0.87 0.61 0.37
H 1.75 -2.07 -2.32
H 0.00 0.63 1.75
H -0.21 0.41 2.66
H -1.85 -0.46 0.45
H -1.56 1.83 1.15
```

Output
- Highest occupied orbital energy: -8.13 eV
- Gap between HOMO and LUMO: 0.25509 Eh
- LUMO: -0.044 Eh
- Spin multiplicity: 1



ORCA calculation (ωB97M-V/def2-TZVPD) on a cluster of 11 separate species, H24NO10 in total.

Structure (XYZ):
```
35
H24NO10 ωB97M-V/def2-TZVPD
N 0.10 0.45 -0.41
H 0.03 1.38 -0.76
H -0.69 0.31 0.25
H 1.18 0.37 -0.22
H -0.11 -0.11 -1.28
O -2.11 -1.65 0.61
H -1.52 -1.42 1.32
H -2.84 -2.04 1.03
O 0.60 -2.60 -0.02
H 0.25 -3.36 -0.65
H -0.21 -2.07 0.30
O -2.01 2.25 1.20
H -2.37 2.09 0.38
H -2.84 1.77 1.61
O -0.36 -1.29 2.60
H 0.34 -0.72 3.04
H -0.67 -1.79 3.19
O -2.44 -1.96 -2.13
H -2.82 -2.79 -1.96
H -2.71 -1.60 -1.33
O 1.44 0.93 2.53
H 2.18 1.06 2.11
H 0.88 1.73 2.40
O -1.49 2.09 -2.74
H -2.18 2.62 -2.39
H -1.96 2.05 -3.63
O 1.15 3.36 -0.50
H 1.61 3.64 -1.36
H 0.35 3.68 -0.15
O 3.14 -1.81 0.68
H 2.20 -2.20 0.27
H 3.70 -2.60 0.72
O 2.96 0.10 -1.79
H 3.49 -0.59 -1.24
H 3.72 0.71 -1.69
```

Output
- Highest occupied orbital energy: -13.64 eV
- Net charge: +1
- Gap between HOMO and LUMO: 0.38748 Eh
- LUMO: -0.114 Eh
- Spin multiplicity: 1



ORCA calculation (ωB97M-V/def2-TZVPD) on a cluster of 2 separate species, C4H12 in total.

Structure (XYZ):
```
16
C4H12 ωB97M-V/def2-TZVPD
C 0.54 -2.06 -1.16
C -0.36 -0.91 -1.26
H 0.16 -2.98 -1.62
H 1.53 -1.88 -1.65
H 0.85 -2.23 -0.11
H 0.27 0.05 -1.23
H -1.09 -1.02 -2.07
H -0.93 -0.60 -0.34
C -0.48 1.88 0.68
C 0.24 1.01 1.67
H -1.57 1.80 0.78
H -0.17 2.92 0.74
H -0.22 1.59 -0.37
H 0.17 1.51 2.65
H 1.30 0.87 1.48
H -0.25 0.04 1.82
```

Output
- Highest occupied orbital energy (alpha / beta): -16.39 / -15.82 eV
- Net charge: +1
- Gap between HOMO and LUMO (alpha / beta): 0.48662 / 0.17305 Eh
- LUMO (alpha / beta): -0.116 / -0.408 Eh
- Spin multiplicity: 2
- Expectation value of S²: 0.753



ORCA calculation (ωB97M-V/def2-TZVPD) on an isolated molecule of C18H23FN2O4S2.

Structure (XYZ):
```
50
C18H23FN2O4S2 ωB97M-V/def2-TZVPD
C 3.97 1.55 2.82
H 4.75 2.29 2.99
C 3.90 1.18 1.34
H 4.85 0.76 1.02
H 3.72 2.08 0.75
C 2.80 0.16 1.08
N 2.83 -0.35 -0.27
S 2.59 -1.98 -0.48
O 3.15 -2.65 0.65
O 3.06 -2.32 -1.79
C 0.81 -2.21 -0.45
C 0.14 -2.18 0.76
C -1.24 -2.32 0.78
C -1.94 -2.47 -0.41
C -1.25 -2.51 -1.62
C 0.13 -2.38 -1.64
H 0.69 -2.42 -2.56
H -1.79 -2.65 -2.54
N -3.32 -2.60 -0.38
S -4.30 -1.69 0.64
O -5.63 -1.91 0.16
O -3.98 -1.98 2.00
C -3.78 -0.03 0.24
C -2.83 0.60 1.02
C -2.38 1.86 0.66
C -2.90 2.45 -0.48
C -3.86 1.83 -1.27
C -4.30 0.57 -0.89
H -5.05 0.05 -1.46
H -4.24 2.33 -2.14
F -2.46 3.67 -0.84
H -1.64 2.39 1.25
H -2.47 0.11 1.91
H -3.77 -2.78 -1.27
H -1.78 -2.33 1.71
H 0.70 -2.09 1.67
C 2.51 0.49 -1.39
C 1.09 1.10 -1.38
C 1.05 2.52 -0.82
H 1.74 3.16 -1.37
H 1.33 2.54 0.23
H 0.05 2.93 -0.93
H 0.42 0.45 -0.81
H 0.72 1.12 -2.41
H 3.25 1.30 -1.45
H 2.64 -0.15 -2.26
H 2.97 -0.71 1.72
H 1.82 0.59 1.32
H 3.02 1.98 3.15
H 4.18 0.67 3.42
```

Output
- Highest occupied orbital energy: -9.07 eV
- Gap between HOMO and LUMO: 0.34278 Eh
- LUMO: 0.009 Eh
- Spin multiplicity: 1



ORCA calculation (ωB97M-V/def2-TZVPD) on a structure of composition C19H23Br30ClO5.

Structure (XYZ):
```
78
C19H23Br30ClO5 ωB97M-V/def2-TZVPD
O 5.55 -0.27 2.56
C 4.51 0.21 2.21
O 4.30 0.58 0.91
C 3.41 0.51 3.21
C 2.06 0.98 2.66
C 1.24 -0.23 2.20
O 1.47 -0.53 0.82
C 0.80 0.50 0.19
O 1.23 1.10 -0.73
O -0.36 0.71 0.90
C -0.26 -0.08 2.15
C -0.99 -1.39 1.85
C -0.71 -2.59 2.77
C 0.48 -3.41 2.32
Cl 1.10 -4.40 3.67
H 3.85 -0.11 0.41
H 3.30 -0.40 3.81
H 3.84 1.27 3.86
H 1.55 1.48 3.48
H 2.28 1.68 1.86
H 1.47 -1.01 2.91
H -0.75 0.41 2.99
H -0.85 -1.68 0.82
H -2.05 -1.15 1.96
H -0.62 -2.30 3.82
H -1.59 -3.23 2.72
H 0.21 -4.05 1.49
H 1.33 -2.82 1.99
C -1.97 -0.91 -2.98
Br -1.37 -0.29 -1.25
Br -3.50 -2.06 -2.81
Br -2.33 0.56 -4.16
H -1.18 -1.49 -3.43
C 5.54 3.41 -1.48
Br 5.79 4.77 -0.14
Br 6.89 2.05 -1.36
Br 3.77 2.66 -1.38
H 5.64 3.88 -2.44
C -1.45 1.53 -7.99
Br -0.99 2.92 -6.76
Br -0.32 -0.01 -7.78
Br -3.32 1.07 -7.86
H -1.29 1.91 -8.99
C 0.70 0.26 6.86
Br 0.83 -1.08 5.48
Br 2.31 0.36 7.90
Br 0.19 1.97 6.14
H -0.10 -0.06 7.53
C -0.71 4.31 -2.34
Br 0.03 5.40 -0.95
Br -2.04 5.26 -3.37
Br 0.65 3.57 -3.47
H -1.22 3.48 -1.85
C 3.41 -7.62 5.07
Br 2.45 -6.23 5.99
Br 4.21 -8.86 6.30
Br 2.30 -8.51 3.78
H 4.22 -7.15 4.53
C -4.33 2.64 0.24
Br -2.72 1.72 0.75
Br -5.36 3.26 1.75
Br -3.87 4.05 -0.98
H -4.95 1.94 -0.30
C -3.20 7.98 0.94
Br -1.92 6.78 1.73
Br -2.69 8.48 -0.85
Br -4.98 7.27 1.00
H -3.20 8.88 1.53
C -2.83 -2.38 -9.46
Br -1.53 -3.55 -8.65
Br -2.31 -1.86 -11.23
Br -4.59 -3.15 -9.43
H -2.86 -1.48 -8.86
C -2.37 -5.02 -1.03
Br -3.27 -4.68 0.64
Br -0.50 -4.62 -0.93
Br -2.68 -6.81 -1.65
H -2.79 -4.35 -1.76
```

Output
- Highest occupied orbital energy: -9.86 eV
- Gap between HOMO and LUMO: 0.34441 Eh
- LUMO: -0.018 Eh
- Spin multiplicity: 1



ORCA calculation (ωB97M-V/def2-TZVPD) on a structure of composition C5H9NO.

Structure (XYZ):
```
16
C5H9NO ωB97M-V/def2-TZVPD
C -1.94 0.64 0.66
C -0.49 1.10 0.63
N 0.41 0.35 1.56
C 1.06 -0.19 0.47
O 1.84 -1.16 0.37
C 0.40 0.58 -0.52
C 1.27 -1.42 -1.64
H -2.00 -0.44 0.47
H -2.51 1.15 -0.12
H -2.41 0.85 1.62
H -0.42 2.18 0.82
H 0.07 -0.24 2.31
H 0.92 1.25 -1.20
H 2.26 -1.85 -1.63
H 1.08 -0.72 -2.44
H 0.46 -2.09 -1.39
```

Output
- Highest occupied orbital energy (alpha / beta): -7.72 / -7.84 eV
- Gap between HOMO and LUMO (alpha / beta): 0.25882 / 0.26944 Eh
- LUMO (alpha / beta): -0.025 / -0.019 Eh
- Spin multiplicity: 1



ORCA calculation (ωB97M-V/def2-TZVPD) on the ion C8H13N3 with charge +2.

Structure (XYZ):
```
24
C8H13N3 ωB97M-V/def2-TZVPD
C 0.83 -0.86 3.17
C 1.01 -0.84 -1.42
C -0.38 -0.31 -1.32
C -2.21 0.69 0.35
C -1.32 1.39 1.48
C 1.86 0.81 0.19
C -1.10 -0.35 0.12
C -0.34 0.24 1.23
N 0.40 -0.34 2.23
N 1.97 -0.35 -0.49
N 1.30 -1.75 -2.29
H 0.89 -1.37 4.07
H -0.35 0.83 -1.63
H -0.93 -0.85 -1.95
H -3.04 0.31 0.82
H -2.64 1.16 -0.60
H -0.95 2.39 1.56
H -1.72 1.15 2.40
H 1.30 1.70 -0.15
H 2.55 1.04 1.05
H -1.36 -1.30 0.38
H 2.77 -0.89 -0.24
H 0.60 -2.05 -2.87
H 2.25 -2.31 -2.42
```

Output
- Highest occupied orbital energy (alpha / beta): -16.00 / -15.70 eV
- Net charge: +2
- Gap between HOMO and LUMO (alpha / beta): 0.27341 / 0.25066 Eh
- LUMO (alpha / beta): -0.314 / -0.326 Eh
- Spin multiplicity: 1